Below is C24H30N2O6 in the gas phase, with properties calculated with ωB97M-V with the def2-TZVPD basis set.

Computed properties:
Orbital gap (eV): 9.0
HOMO (eV): -8.8
SMILES string: CN1CCN(C(=O)C2=C[C@@H](c3coc4ccccc4c3=O)C[C@@H](OCCCCO)O2)CC1
Total charge: 0
LUMO (eV): 0.2

Element x y z (Å)
C: -7.51159 -1.18768 0.79554
N: -6.42854 -0.39518 0.25714
C: -5.29122 -0.34617 1.15642
C: -4.23753 0.61484 0.59991
N: -3.83228 0.17583 -0.71277
C: -2.67082 -0.42873 -1.03134
O: -2.49655 -1.00200 -2.09552
C: -1.54162 -0.36462 -0.04243
C: -0.78630 -1.44044 0.17061
C: 0.39733 -1.42409 1.08438
C: 1.70098 -1.42529 0.31934
C: 1.75484 -1.27557 -1.01703
O: 2.87136 -1.26335 -1.75423
C: 4.06167 -1.39487 -1.12233
C: 5.21948 -1.35726 -1.90280
C: 6.45185 -1.47224 -1.29989
C: 6.55289 -1.62888 0.08103
C: 5.41444 -1.67154 0.85147
C: 4.15078 -1.55531 0.26447
C: 2.93371 -1.58403 1.09051
O: 2.96309 -1.72295 2.30482
C: 0.29475 -0.19765 2.00244
C: -0.08083 1.03156 1.18010
O: 0.94087 1.29053 0.27376
C: 0.80322 2.50764 -0.44110
C: 2.04873 2.75758 -1.28539
C: 3.28612 3.12811 -0.46862
C: 3.92014 1.92613 0.22361
O: 5.03875 2.37069 0.96372
O: -1.33120 0.86333 0.53714
C: -4.95440 0.07951 -1.62298
C: -6.00806 -0.86697 -1.05071
H: -8.35426 -1.15058 0.10712
H: -7.82219 -0.76416 1.74951
H: -7.23233 -2.24135 0.95265
H: -5.63199 0.01364 2.12986
H: -4.83462 -1.34500 1.29277
H: -3.38202 0.66810 1.26824
H: -4.68025 1.61183 0.50671
H: -1.02192 -2.35136 -0.35459
H: 0.40188 -2.31935 1.71787
H: 0.87279 -1.14691 -1.62941
H: 5.12104 -1.23266 -2.96965
H: 7.34620 -1.43916 -1.90325
H: 7.52501 -1.71690 0.54133
H: 5.45780 -1.79531 1.92333
H: -0.48664 -0.36165 2.74640
H: 1.23828 -0.02269 2.51451
H: -0.24454 1.91015 1.83236
H: -0.08208 2.45015 -1.08916
H: 0.65250 3.33174 0.27258
H: 2.25290 1.86395 -1.87704
H: 1.81774 3.57550 -1.96997
H: 3.02922 3.87044 0.28847
H: 4.03768 3.57183 -1.12397
H: 4.23860 1.19683 -0.53596
H: 3.18712 1.44273 0.87956
H: 5.39715 1.62667 1.45804
H: -4.58540 -0.29106 -2.58000
H: -5.38738 1.07620 -1.74808
H: -6.87797 -0.88535 -1.71044
H: -5.58637 -1.88724 -0.99906

Results of the natural (NBO) charge analysis, in e, for atoms 1 through 5: number 1, C, carries -0.4054; number 2, N, carries -0.4382; number 3, C, carries -0.2314; number 4, C, carries -0.2239; number 5, N, carries -0.4199

Below is C10H14O4 as an isolated structure in a non-equilibrium geometry, with properties calculated with ωB97M-V with the def2-TZVPD basis set.

Computed properties:
Orbital gap (eV): 8.2
HOMO (eV): -8.0
Total charge: 0
LUMO (eV): 0.2

Element x y z (Å)
C: -4.33127 -0.89055 0.43456
C: -1.98692 -0.88539 0.02718
C: -2.09179 0.51746 0.43522
C: -0.96406 1.15207 -0.00453
C: 0.07672 3.50871 -0.47576
C: 0.27047 0.49517 -0.18630
C: 0.42275 -0.83304 -0.56045
C: 2.80614 -0.90426 -0.45807
C: 3.32486 -0.51562 0.92446
C: -0.86953 -1.50585 -0.74532
H: -5.29739 -1.34693 0.06802
H: -4.45151 -0.72994 1.57330
H: -4.44379 0.18914 -0.00765
H: -2.89766 1.09500 0.63878
H: -0.12598 4.51899 -0.49040
H: 0.26846 3.04914 -1.63223
H: 1.20979 3.60340 0.09520
H: 1.20954 1.14536 -0.52054
H: 3.30932 -1.74499 -0.99052
H: 2.92456 -0.17304 -1.13895
H: 2.78761 0.39332 1.56277
H: 3.33400 -1.31000 1.76803
H: 5.65630 -0.54203 1.21142
H: -1.21399 -2.55162 -0.90661
O: -3.12639 -1.58421 0.24834
O: -0.84973 2.55973 0.22695
O: 1.52334 -1.51823 -0.67627
O: 4.67611 -0.26080 0.50390

Results of the natural (NBO) charge analysis, in e, for atoms 1 through 5: number 1, C, carries -0.2733; number 2, C, carries 0.3881; number 3, C, carries -0.4063; number 4, C, carries 0.3770; number 5, C, carries -0.2440

Below is a 11-piece molecular cluster, C33H60F2O33 overall in a non-equilibrium geometry, with properties calculated with ωB97M-V with the def2-TZVPD basis set.

Computed properties:
Orbital gap (eV): 10.2
HOMO (eV): -10.5
SMILES string: O=C1OC[C@@H](F)O1.O=C1OC[C@@H](F)O1.COC(=O)OC.COC(=O)OC.COC(=O)OC.COC(=O)OC.COC(=O)OC.COC(=O)OC.COC(=O)OC.COC(=O)OC.COC(=O)OC
Total charge: 0
LUMO (eV): -0.4

Element x y z (Å)
O: 2.17619 -1.96142 1.76435
C: 1.15118 -1.37944 1.35105
O: -0.08287 -1.57377 1.79898
C: -1.01298 -0.98228 0.93510
C: -0.18855 0.21439 0.61369
F: -0.29699 0.97072 1.74852
O: 1.09487 -0.32978 0.57006
H: -1.16096 -1.60700 0.05423
H: -2.04026 -0.86301 1.27941
H: -0.43936 0.78942 -0.27768
O: 2.33298 -7.49414 9.81289
C: 2.97472 -7.48433 8.79801
O: 3.19342 -6.43802 7.97899
C: 4.21378 -6.81029 7.02502
C: 4.41376 -8.27360 7.18462
F: 5.76084 -8.60066 7.25754
O: 3.66493 -8.53720 8.34244
H: 3.87337 -6.70835 5.99457
H: 5.17482 -6.30922 7.14088
H: 4.09465 -8.85829 6.32183
C: 3.04403 3.91272 -3.83584
O: 1.80659 4.57143 -4.08914
C: 0.69099 3.81605 -4.25384
O: 0.59814 2.63438 -4.18864
O: -0.36033 4.63037 -4.37702
C: -1.71371 4.21636 -4.21965
H: 3.41013 3.37506 -4.71047
H: 3.05801 3.40271 -2.87262
H: 3.59316 4.84900 -3.73616
H: -2.02949 3.44582 -3.51634
H: -2.05396 4.03996 -5.24005
H: -2.22206 5.13337 -3.92167
C: 1.77693 -2.11204 -6.93879
O: 0.73279 -2.46548 -6.01178
C: 1.10041 -3.66187 -5.30302
O: 2.21219 -4.13742 -5.18060
O: 0.01793 -4.04199 -4.68835
C: 0.08061 -4.93868 -3.54987
H: 1.42053 -1.47278 -7.74653
H: 2.13004 -3.01689 -7.43340
H: 2.66302 -1.66112 -6.49201
H: 0.54313 -5.83686 -3.95908
H: -0.89478 -5.33416 -3.26649
H: 0.74800 -4.61731 -2.75024
C: -5.92826 3.54798 4.95952
O: -7.15156 2.86064 4.99810
C: -7.70790 2.34950 6.07022
O: -7.37612 2.39181 7.28042
O: -8.93191 2.26084 5.68058
C: -10.05972 2.11120 6.58771
H: -5.97122 4.24966 5.79254
H: -5.93595 4.20080 4.08668
H: -4.97975 3.03999 5.13378
H: -10.16416 2.89362 7.33940
H: -9.94041 1.19288 7.16266
H: -11.04033 2.18760 6.11796
C: 10.58530 -0.94263 -6.46545
O: 9.26432 -0.89596 -5.82570
C: 9.10532 -1.33365 -4.58621
O: 10.06094 -1.82343 -3.90563
O: 7.91485 -0.99201 -4.09031
C: 7.54482 -1.35003 -2.74789
H: 10.50772 -0.91198 -7.55225
H: 11.03970 -1.93341 -6.46778
H: 11.36599 -0.29503 -6.06641
H: 6.73683 -2.08096 -2.77969
H: 7.33678 -0.47854 -2.12714
H: 8.35390 -1.86826 -2.23319
C: -8.81154 2.28844 -5.63553
O: -7.85642 1.98020 -4.54433
C: -8.18901 1.66672 -3.29505
O: -9.23942 1.16954 -2.97050
O: -7.07274 1.83992 -2.54082
C: -7.01949 1.39589 -1.19434
H: -8.00111 2.55114 -6.31544
H: -9.44113 3.15241 -5.42273
H: -9.35733 1.47704 -6.11701
H: -6.48608 2.11793 -0.57609
H: -6.53595 0.43415 -1.02309
H: -7.99171 1.46508 -0.70637
C: 8.08994 5.97363 0.26098
O: 7.63835 4.99112 1.17652
C: 6.60358 5.30754 1.86939
O: 6.02460 6.40265 1.76519
O: 6.14439 4.22803 2.53678
C: 4.85502 4.15827 3.13452
H: 9.01654 5.75637 -0.27035
H: 8.40759 6.88930 0.75971
H: 7.29736 6.25678 -0.43165
H: 4.10161 3.79182 2.43723
H: 4.59083 5.14613 3.51192
H: 4.78893 3.47593 3.98195
C: 2.44280 -8.17397 1.07926
O: 3.72150 -7.68783 0.72083
C: 4.70735 -8.62916 0.83727
O: 4.75297 -9.71896 1.33949
O: 5.83378 -8.15150 0.25078
C: 5.90210 -6.92292 -0.45472
H: 2.52043 -8.73743 2.00910
H: 2.11444 -8.88883 0.32476
H: 1.61755 -7.46578 1.15355
H: 6.86460 -6.42121 -0.35482
H: 5.13105 -6.21802 -0.14379
H: 5.86187 -7.06978 -1.53403
C: -1.93388 11.18641 4.96811
O: -2.08951 9.97557 4.21391
C: -1.47136 9.86974 3.02324
O: -0.78623 10.75677 2.55123
O: -1.70580 8.61601 2.56663
C: -1.10075 8.12811 1.46278
H: -2.20590 12.01405 4.31303
H: -0.92020 11.16815 5.36840
H: -2.72782 11.15530 5.71430
H: -1.17093 7.04402 1.37370
H: -0.01461 8.20988 1.50418
H: -1.58050 8.41698 0.52763
C: -8.94493 -4.20298 0.71914
O: -8.61084 -3.95659 -0.61465
C: -7.37718 -4.16932 -1.06007
O: -6.43439 -4.55907 -0.31783
O: -7.30420 -3.75751 -2.34802
C: -6.09764 -3.56741 -3.03215
H: -8.60994 -5.20248 0.99641
H: -9.99447 -3.98096 0.91223
H: -8.43746 -3.45451 1.32772
H: -5.44836 -3.13607 -2.27026
H: -6.27199 -2.80678 -3.79315
H: -5.66738 -4.45298 -3.49985

Results of the Löwdin charge analysis, in e, for atoms 1 through 5: number 1, O, carries 0.1227; number 2, C, carries -0.5367; number 3, O, carries 0.0874; number 4, C, carries -0.0758; number 5, C, carries -0.2916

Below is C5H5NO2S in the gas phase in a non-equilibrium geometry, with properties calculated with ωB97M-V with the def2-TZVPD basis set.

Computed properties:
Orbital gap (spin up / spin down) (eV): 7.2 / 7.2
HOMO (spin up / spin down) (eV): -8.4 / -8.4
Total charge: 0
LUMO (spin up / spin down) (eV): -1.1 / -1.1

Element x y z (Å)
C: 2.54421 -0.57054 -0.00648
C: 1.69471 -1.68913 -0.20881
C: 2.30639 0.67895 0.27306
C: -1.80168 -0.04934 0.10510
C: -2.23137 1.38790 -0.10599
N: -0.51551 -0.36645 -0.17297
O: 2.05233 1.82641 0.31869
O: -2.58103 -0.85549 0.57305
S: 0.00007 -1.85591 -0.19814
H: 3.58725 -1.03446 0.26330
H: 2.07935 -2.61325 -0.17993
H: -1.32775 1.89479 -0.49770
H: -2.73084 1.67670 0.75544
H: -3.07616 1.56980 -0.91861

Results of the natural (NBO) charge analysis, in e, for atoms 1 through 5: number 1, C, carries -0.5946; number 2, C, carries -0.3436; number 3, C, carries 0.7929; number 4, C, carries 0.6448; number 5, C, carries -0.7012

Below is a 9-piece molecular cluster, C42H54N6O3 overall in a non-equilibrium geometry, with properties calculated with ωB97M-V with the def2-TZVPD basis set.

Computed properties:
Orbital gap (eV): 9.6
HOMO (eV): -9.6
SMILES string: c1ccncc1.c1ccncc1.c1ccncc1.c1ccncc1.c1ccncc1.c1ccncc1.C1CCOC1.C1CCOC1.C1CCOC1
Total charge: 0
LUMO (eV): 0.0

Element x y z (Å)
C: -2.50219 7.48272 0.26624
C: -1.61720 7.61816 -0.80191
C: -2.28502 7.94288 -2.00093
N: -3.64176 8.15416 -2.21934
C: -4.41104 7.80919 -1.18835
C: -3.88609 7.54795 0.10473
H: -2.02692 7.43300 1.23478
H: -0.54760 7.54686 -0.67049
H: -1.59535 8.12465 -2.81192
H: -5.46847 7.98999 -1.31308
H: -4.54535 7.38621 0.94473
C: 2.61667 5.36646 5.35556
C: 3.09783 4.61433 6.40901
C: 4.09462 5.23579 7.23703
N: 4.54577 6.46591 7.05467
C: 4.16530 7.10651 5.96542
C: 3.20078 6.60617 5.07722
H: 1.88253 5.02243 4.64205
H: 2.93468 3.55779 6.56234
H: 4.57879 4.63686 7.99417
H: 4.75654 7.97920 5.73038
H: 2.89427 7.16962 4.20834
C: -3.23026 2.56802 6.38301
C: -4.33986 3.40020 6.60237
C: -5.56400 3.01132 6.04670
N: -5.64764 1.99199 5.10929
C: -4.62075 1.12352 5.03176
C: -3.36787 1.39561 5.66224
H: -2.23879 2.78983 6.74933
H: -4.25444 4.33018 7.14480
H: -6.50785 3.53541 6.07622
H: -4.81653 0.20260 4.50263
H: -2.61014 0.62772 5.61126
C: -1.13092 3.75437 -6.74972
C: -1.25667 4.96270 -7.40818
C: -0.87564 5.01346 -8.77802
N: -0.42045 3.98578 -9.46721
C: -0.21727 2.80147 -8.72070
C: -0.56421 2.64262 -7.40662
H: -1.43225 3.53191 -5.73675
H: -1.63609 5.83140 -6.89069
H: -1.09386 5.88266 -9.38074
H: 0.10561 1.92345 -9.26035
H: -0.48546 1.66825 -6.94748
C: 0.38810 -4.93644 4.71171
C: 1.45514 -4.86710 3.79026
C: 2.65653 -4.37909 4.25852
N: 2.92759 -4.01390 5.55170
C: 1.87015 -4.12100 6.42405
C: 0.62542 -4.53259 6.01301
H: -0.58828 -5.33027 4.47092
H: 1.42883 -5.24565 2.77912
H: 3.46638 -4.39487 3.54417
H: 2.09702 -3.69363 7.38960
H: -0.14993 -4.75654 6.73070
C: -4.66728 -6.71217 0.67258
C: -4.02848 -5.52460 0.29563
C: -4.19128 -4.40258 1.07706
N: -5.00949 -4.43904 2.18016
C: -5.66181 -5.59532 2.53483
C: -5.56456 -6.73751 1.75075
H: -4.61497 -7.60061 0.06076
H: -3.29226 -5.47600 -0.49306
H: -3.60259 -3.51774 0.88495
H: -6.38278 -5.68453 3.33398
H: -6.12068 -7.63372 1.98300
C: -1.80077 -3.14135 -5.47977
C: -2.03533 -3.74127 -6.87501
C: -1.31216 -5.01611 -6.77040
O: -0.21061 -4.78253 -5.84965
C: -0.29965 -3.49522 -5.19068
H: -2.48449 -3.62648 -4.78315
H: -1.94324 -2.06103 -5.50668
H: -1.53539 -3.04460 -7.54793
H: -3.08755 -3.91746 -7.09835
H: -0.94954 -5.25239 -7.77079
H: -2.01862 -5.72059 -6.33141
H: 0.47437 -2.80208 -5.52011
H: -0.27652 -3.49546 -4.10091
C: 1.94293 1.52708 0.71405
C: 0.81147 2.07063 -0.16416
C: 0.21082 0.87844 -0.92942
O: 0.48991 -0.13001 0.08261
C: 1.56799 0.11518 1.00088
H: 2.13373 2.04011 1.65665
H: 2.90623 1.50484 0.20448
H: 1.02301 2.94451 -0.78036
H: -0.02397 2.45660 0.41995
H: 0.80283 0.68561 -1.82410
H: -0.84097 0.79483 -1.20300
H: 2.47724 -0.47356 0.87939
H: 1.21133 0.04623 2.02856
C: 7.32100 -4.78468 -1.28067
C: 6.29147 -4.22579 -2.26867
C: 5.99498 -5.47873 -3.15254
O: 7.31868 -6.00598 -3.39134
C: 8.09728 -5.71822 -2.15016
H: 6.74681 -5.37676 -0.56804
H: 7.85084 -4.07365 -0.64680
H: 6.67212 -3.48129 -2.96789
H: 5.34577 -3.97469 -1.78834
H: 5.49519 -5.21065 -4.08337
H: 5.33223 -6.25620 -2.77252
H: 9.04330 -5.30475 -2.49972
H: 8.18137 -6.64875 -1.58880

Results of the Löwdin charge analysis, in e, for atoms 1 through 5: number 1, C, carries -0.1034; number 2, C, carries -0.0699; number 3, C, carries -0.1345; number 4, N, carries 0.0538; number 5, C, carries -0.1591

E_tot, record by record: -1493.4802 -690.1200 -3975.8799 -796.8370 -2186.8147 hartree
Energy above the lowest of the compared OMol25 structures with the same formula, charge and spin, record by record: 60.9 171.3 99.2 71.4 102.9 kcal/mol